Record 1
Below is a molecular structure, C18H24FHfN2O2P in a non-equilibrium geometry, with properties calculated with the ωB97M-V functional and the def2-TZVPD basis.

Output
energy above the lowest of the compared OMol25 structures with the same formula, charge and spin	52.8	kcal/mol
HOMO energy (spin up / spin down)	-17.96 / -17.96	eV
DFT total energy	-39414.2493	eV
E_LUMO (spin up / spin down)	-12.4647 / -12.4773	eV
total charge	+3
gap between HOMO and LUMO (spin up / spin down)	5.50 / 5.48	eV
multiplicity	2

CARTESIAN COORDINATES (ANGSTROEM)
C: -1.575 2.324 -1.118
C: -1.046 1.261 -2.096
N: -0.858 0.032 -1.542
C: -0.488 -1.121 -2.228
C: -0.345 -0.924 -3.626
C: -0.532 0.316 -4.190
C: -0.890 1.428 -3.428
C: -0.332 -2.317 -1.476
P: -0.525 -2.405 0.283
H: -1.061 2.428 -3.838
H: -0.079 -1.806 -4.199
H: -0.411 0.429 -5.253
C: 0.445 2.715 0.252
C: -1.764 2.908 1.291
H: -0.072 -3.220 -2.024
H: -2.672 2.225 -0.974
H: -1.367 3.346 -1.478
C: 0.958 -3.052 1.094
C: -1.872 -3.533 0.730
H: 0.803 -3.029 2.178
H: 1.090 -4.072 0.721
H: 1.817 -2.422 0.851
H: -1.974 -3.548 1.819
H: -2.808 -3.208 0.265
H: -1.573 -4.514 0.351
H: -1.835 3.972 1.016
H: -2.772 2.462 1.320
H: -1.298 2.795 2.286
H: 0.423 3.790 0.034
H: 0.909 2.533 1.233
H: 1.028 2.185 -0.512
C: -0.932 -0.233 2.735
O: -0.894 -0.347 3.868
Hf: -0.804 0.077 0.664
O: -3.145 -0.078 0.239
H: -3.585 -0.744 0.808
H: -3.219 -0.444 -0.667
N: -0.955 2.236 0.251
F: 5.593 0.268 1.601
C: 4.226 0.195 1.437
C: 3.714 -0.029 0.165
C: 2.313 -0.097 0.016
C: 1.424 0.042 1.111
C: 2.019 0.280 2.367
C: 3.410 0.353 2.551
H: 4.371 -0.143 -0.696
H: 1.918 -0.265 -0.987
H: 1.395 0.416 3.254
H: 3.830 0.535 3.540



Record 2
Below is 2 unconnected molecules or ions with the total composition C3H3Cl3 in a non-equilibrium geometry, with properties calculated with the ωB97M-V functional and the def2-TZVPD basis.

Output
energy above the lowest of the compared OMol25 structures with the same formula, charge and spin	64.3	kcal/mol
HOMO energy (spin up / spin down)	-6.19 / -10.29	eV
DFT total energy	-40719.9388	eV
E_LUMO (spin up / spin down)	0.6056 / -2.5039	eV
total charge	0
gap between HOMO and LUMO (spin up / spin down)	6.80 / 7.79	eV
multiplicity	3

CARTESIAN COORDINATES (ANGSTROEM)
C: -1.373 -0.805 0.307
C: -0.981 0.359 -0.043
C: 1.207 0.414 -0.297
Cl: 1.724 -1.329 -0.184
Cl: 1.763 1.111 -1.733
Cl: 1.693 1.179 1.214
H: -2.442 -0.918 0.696
H: -0.509 -1.493 0.267
H: -1.083 1.481 -0.228



Record 3
Below is 4 unconnected molecules or ions with the total composition C2H11NO2 in a non-equilibrium geometry, with properties calculated with the ωB97M-V functional and the def2-TZVPD basis.

Output
energy above the lowest of the compared OMol25 structures with the same formula, charge and spin	58.6	kcal/mol
HOMO energy (spin up / spin down)	-3.47 / -3.47	eV
DFT total energy	-7833.7027	eV
E_LUMO (spin up / spin down)	3.8106 / 2.7422	eV
total charge	-1
gap between HOMO and LUMO (spin up / spin down)	7.28 / 6.21	eV
multiplicity	2

CARTESIAN COORDINATES (ANGSTROEM)
C: 2.716 -0.041 1.472
C: 1.847 -0.591 0.428
N: 0.343 -0.256 0.711
H: 1.934 -1.568 0.950
H: 3.182 0.929 1.337
H: 3.384 -0.721 1.995
H: 2.004 -0.840 -0.627
H: -4.025 1.621 -3.932
H: 0.588 0.108 1.628
H: -0.130 0.451 0.095
H: -1.869 -0.146 -1.024
H: -1.394 -1.384 -0.288
O: -2.135 -1.099 -0.835
H: -1.755 2.183 -0.191
H: -3.636 2.114 -4.320
O: -1.420 1.413 -0.640



Record 4
Below is a molecular structure, C23H25N5O2S2 in a non-equilibrium geometry, with properties calculated with the ωB97M-V functional and the def2-TZVPD basis.

Output
energy above the lowest of the compared OMol25 structures with the same formula, charge and spin	509.3	kcal/mol
HOMO energy	-7.29	eV
DFT total energy	-57450.4286	eV
E_LUMO	0.0064	eV
total charge	0
gap between HOMO and LUMO	7.30	eV

CARTESIAN COORDINATES (ANGSTROEM)
C: -2.966 -4.212 -2.195
H: -2.315 -4.080 -3.177
H: -3.501 -5.259 -2.408
H: -3.593 -3.369 -2.219
S: -1.782 -4.124 -0.836
C: -1.134 -2.607 -0.658
N: -0.369 -2.292 0.449
C: 0.322 -1.264 0.160
C: 0.076 -0.330 -0.817
C: -0.944 -0.628 -1.841
N: -1.458 -2.096 -1.663
N: -1.127 -0.063 -2.894
C: -1.039 1.645 -3.133
H: -0.368 1.771 -2.375
C: -2.343 2.165 -2.753
N: -3.520 1.733 -3.413
C: -3.677 0.417 -3.415
C: -2.332 -0.369 -3.693
H: -2.437 -1.621 -3.779
H: -2.099 -0.207 -4.692
H: -4.315 -0.098 -4.139
H: -3.949 -0.123 -2.191
C: -4.793 2.280 -3.311
H: -5.118 2.398 -2.124
C: -4.563 3.607 -4.108
O: -6.058 4.330 -4.134
H: -6.398 4.570 -3.220
H: -4.324 3.604 -4.994
H: -4.093 4.511 -3.201
H: -5.590 1.884 -3.878
H: -2.311 3.125 -2.832
H: -2.566 1.969 -1.677
H: -0.918 1.661 -4.072
S: 0.941 1.312 -0.558
C: 1.640 0.621 0.935
N: 2.391 1.048 1.638
C: 3.066 0.653 2.589
C: 2.422 -0.608 3.307
C: 1.684 -1.372 2.373
C: 1.160 -0.862 1.363
C: 1.260 -2.582 2.973
H: 1.292 -3.493 2.418
H: 0.510 -2.623 3.517
C: 2.614 -2.735 3.945
H: 2.408 -3.526 4.800
H: 3.294 -3.341 3.281
C: 2.976 -1.342 4.239
H: 4.026 -1.256 4.349
H: 2.606 -1.216 5.099
C: 3.957 1.440 3.603
C: 4.426 1.361 4.697
C: 5.273 2.484 4.861
C: 5.124 3.153 3.539
O: 4.280 2.708 2.891
H: 5.523 4.208 3.410
H: 5.645 2.720 5.912
H: 4.280 0.719 5.445